No. 1
C19H29FO3Yb | ωB97M-V with the def2-TZVPD basis set

Geometry as XYZ:
```
53
Properties=species:S:1:pos:R:3:forces:R:3:nbo_charge:R:1
C 6.177 -1.982 1.059 0.16 0.20 0.66 -0.635
C 5.561 -0.440 1.250 0.11 -1.28 -0.40 -0.420
C 4.472 -0.241 0.037 -0.08 0.47 0.59 -0.404
C 4.200 1.361 -0.343 -0.38 -1.68 0.04 -0.418
C 2.590 1.607 -0.074 0.21 0.47 -0.51 -0.417
C 1.991 2.980 -0.742 -0.27 0.24 0.03 -0.414
C 0.415 2.830 -1.242 0.37 -0.93 0.51 -0.412
C -0.517 2.094 -0.094 0.00 1.59 0.33 -0.425
C -1.929 2.967 0.106 0.49 -0.59 1.36 -0.409
C -3.178 2.368 -0.784 0.46 0.22 -0.83 -0.477
C -3.826 1.055 -0.043 -1.35 0.85 3.43 -0.005
C -4.439 1.232 1.316 0.90 -0.91 -1.41 0.336
F -4.555 2.511 2.053 0.22 -4.78 -2.79 -0.279
C -5.053 -0.118 2.085 -2.62 2.12 3.17 0.427
O -6.024 -0.020 3.023 5.09 -1.75 -5.75 -0.523
C -4.474 -1.602 1.690 2.97 1.80 -3.89 -0.607
C -3.876 -1.804 0.314 -1.12 0.66 3.61 0.107
C -3.348 -3.305 -0.081 0.30 -0.64 -0.08 -0.130
O -1.886 -3.472 -0.089 -2.78 1.22 -0.65 -0.501
C -1.226 -2.583 -1.060 1.52 0.53 -0.69 -0.111
C 0.223 -3.301 -1.457 -0.01 0.66 0.97 -0.651
C -3.866 -0.479 -0.661 0.00 0.34 -5.50 0.441
O -3.912 -0.650 -1.989 0.26 0.75 8.54 -0.399
H 6.244 -2.526 2.116 -0.18 1.05 -2.43 0.219
H 7.281 -1.947 0.613 -2.53 -0.06 0.88 0.226
H 5.471 -2.574 0.322 1.54 1.01 1.64 0.202
H 6.481 0.283 1.215 -2.03 -1.09 -0.04 0.218
H 5.008 -0.335 2.298 1.28 -0.16 -2.28 0.206
H 4.781 -0.857 -0.912 -0.41 1.31 1.83 0.211
H 3.455 -0.711 0.419 2.04 0.86 -0.77 0.184
H 4.906 1.996 0.346 -1.56 -0.96 -1.54 0.227
H 4.484 1.453 -1.490 -0.71 0.28 2.49 0.218
H 2.395 1.667 1.079 0.42 -0.38 -2.13 0.209
H 2.018 0.671 -0.516 1.11 1.88 0.88 0.187
H 2.623 3.309 -1.673 -1.15 -0.68 1.82 0.228
H 2.068 3.846 0.066 -0.23 -1.73 -1.76 0.213
H 0.381 2.131 -2.197 0.11 1.81 1.73 0.210
H -0.039 3.896 -1.422 0.97 -2.14 -0.01 0.218
H -0.715 0.959 -0.308 0.27 2.13 0.34 0.188
H 0.051 2.189 0.927 -1.12 -0.36 -1.92 0.230
H -2.142 2.914 1.279 0.00 0.15 -2.64 0.221
H -1.773 4.124 -0.120 -0.35 -2.64 0.20 0.256
H -2.737 2.092 -1.857 -1.15 0.25 2.41 0.271
H -3.970 3.238 -0.983 1.38 -2.25 0.73 0.287
H -4.571 -2.468 2.476 0.98 1.64 -0.99 0.245
H -3.758 -4.047 0.760 0.93 1.56 -1.65 0.200
H -3.796 -3.634 -1.117 0.77 0.89 1.82 0.247
H -1.881 -2.363 -2.030 1.21 -0.64 2.19 0.204
H -0.995 -1.571 -0.473 -0.57 -1.93 -1.45 0.184
H 0.500 -3.052 -2.577 -0.54 -0.61 2.47 0.251
H 1.013 -2.824 -0.702 -1.54 -1.11 -1.93 0.237
H 0.220 -4.466 -1.233 -0.27 2.55 -0.71 0.253
Yb -6.524 -2.403 1.424 -3.11 -0.17 0.11 1.881
```
Positions in Å, forces in eV/Å.

Summary:
Total charge = +2
E_LUMO = -10.04 eV
HOMO level = -0.4888 Ha
Kohn-Sham gap = 3.264 eV
Total energy = -2224.496905 a.u.

=====

No. 2
C19H29IN2O5 | ωB97M-V with the def2-TZVPD basis set

Geometry as XYZ:
```
56
Properties=species:S:1:pos:R:3:forces:R:3:nbo_charge:R:1
C 3.361 4.120 2.472 1.66 0.06 -0.19 -0.636
C 3.566 2.667 1.849 -0.16 0.11 0.51 -0.427
C 2.203 1.764 1.791 1.72 0.76 -1.38 -0.309
I 0.589 2.643 3.029 0.38 -0.50 -0.52 0.072
C 1.750 1.644 0.285 -1.28 -2.15 -0.97 -0.140
C 1.377 0.403 -0.286 0.91 1.30 0.64 0.006
C 1.349 -0.991 0.455 -1.41 0.25 -0.44 -0.450
C -0.208 -1.460 0.506 0.44 -0.41 0.87 -0.397
C -0.934 -0.963 1.838 -0.07 -0.42 -0.22 -0.426
C -2.527 -0.997 1.779 -0.57 0.19 0.79 -0.212
N -3.107 -0.591 0.469 -0.37 -0.12 0.40 -0.851
C 0.935 0.375 -1.830 -0.08 -0.25 -0.93 0.538
O 1.302 -0.495 -2.634 -1.03 2.14 2.39 -0.512
C -0.007 1.600 -2.261 2.01 1.88 2.20 -0.220
C 0.343 2.841 -1.671 -1.04 -2.47 -1.48 -0.091
C -0.565 4.099 -2.005 1.01 -0.62 -0.47 -0.106
O -1.241 4.532 -0.798 -1.82 -0.94 -0.24 -0.518
C -2.398 3.779 -0.536 -1.54 -1.99 0.51 0.797
C -3.435 4.361 0.551 0.79 -0.43 -0.66 -0.714
O -2.683 2.682 -1.038 1.39 3.23 0.54 -0.585
C 1.626 2.896 -0.709 0.28 0.66 0.11 0.555
O 2.451 3.817 -0.780 -2.27 -2.22 0.31 -0.520
H 3.261 4.039 3.605 -0.24 0.22 -1.61 0.216
H 2.548 4.740 1.985 0.84 -0.97 0.69 0.229
H 4.346 4.688 2.296 -1.38 -0.74 0.23 0.216
H 4.312 2.107 2.508 -1.04 0.74 -0.78 0.207
H 4.050 2.720 0.812 -1.01 -0.01 1.45 0.238
H 2.471 0.790 2.295 -0.84 1.02 -0.96 0.242
H 1.934 -1.789 -0.099 -0.61 1.20 0.41 0.238
H 1.697 -0.980 1.531 -0.15 0.33 -1.36 0.215
H -0.792 -1.159 -0.416 0.84 -0.31 1.08 0.226
H -0.175 -2.591 0.543 -0.19 1.63 -0.14 0.231
H -0.606 0.096 2.112 -0.40 -1.46 -0.38 0.210
H -0.628 -1.702 2.666 -0.29 1.35 -0.95 0.198
H -2.906 -0.231 2.548 0.59 -1.10 -1.04 0.187
H -2.985 -1.996 2.112 1.03 1.10 -0.33 0.163
H -4.052 -0.202 0.627 0.87 -0.35 -0.22 0.359
H -3.219 -1.396 -0.162 0.18 0.45 0.46 0.361
H -0.877 1.499 -2.972 1.24 -0.07 0.91 0.253
H -1.354 3.861 -2.793 1.21 -0.07 1.05 0.213
H 0.059 4.954 -2.410 -0.73 -0.85 0.90 0.221
H -2.857 4.747 1.444 -0.90 -0.15 -1.09 0.237
H -4.127 3.499 0.854 1.28 1.20 -0.49 0.243
H -4.085 5.136 0.037 1.02 -0.66 0.82 0.237
C -0.053 -7.154 -1.338 0.15 0.19 -0.16 -0.398
N -0.076 -5.721 -1.547 -0.48 0.21 0.50 -0.430
C 0.806 -5.141 -2.543 -0.12 0.28 0.07 -0.419
C -0.899 -4.899 -0.840 0.22 -0.30 -0.33 0.531
O -0.964 -3.691 -0.971 -0.12 -0.61 -0.44 -0.628
H 0.953 -7.454 -1.033 -0.09 -0.18 0.00 0.196
H -0.314 -7.656 -2.273 0.03 -0.16 0.12 0.197
H -0.763 -7.447 -0.564 0.04 0.10 -0.06 0.211
H 1.467 -4.418 -2.060 0.01 0.02 -0.19 0.217
H 0.207 -4.619 -3.293 0.18 0.04 -0.02 0.219
H 1.401 -5.917 -3.025 -0.11 0.01 0.12 0.204
H -1.526 -5.438 -0.112 0.02 -0.10 0.00 0.107
```
Positions in Å, forces in eV/Å.

Summary:
E_LUMO = -0.48 eV
HOMO level = -0.3219 Ha
SMILES = CC[C@@H](I)C1=C(CCCCN)C(=O)C=C(COC(C)=O)C1=O.CN(C)C=O
Kohn-Sham gap = 8.278 eV
Total energy = -1524.633325 a.u.

=====

No. 3
C19H29N3O4 | ωB97M-V with the def2-TZVPD basis set

Geometry as XYZ:
```
55
Properties=species:S:1:pos:R:3:forces:R:3:nbo_charge:R:1
C -9.892 -2.355 0.471 -0.06 0.25 0.00 -0.597
C -9.490 -0.886 0.442 0.24 -0.16 0.01 -0.392
C -7.973 -0.723 0.437 -0.03 0.37 -0.02 -0.422
C -7.566 0.748 0.402 -0.47 -0.25 -0.20 -0.067
O -6.152 0.899 0.487 0.32 0.06 0.16 -0.510
C -5.460 0.770 -0.656 -0.15 -0.01 -0.22 0.789
O -5.976 0.570 -1.729 0.01 0.00 0.10 -0.604
C -4.000 0.904 -0.448 0.25 0.00 0.00 -0.193
C -3.449 1.124 0.813 -0.07 -0.03 -0.19 -0.154
C -2.083 1.225 0.961 0.17 0.00 -0.08 -0.237
C -1.243 1.106 -0.148 -0.48 -0.07 -0.26 0.151
N 0.128 1.198 0.059 0.31 0.12 0.57 -0.580
C 1.150 1.086 -0.812 -0.14 -0.04 -0.09 0.596
O 1.103 0.896 -2.012 -0.05 0.01 0.04 -0.605
C 2.488 1.217 -0.070 0.15 0.06 0.02 0.578
O 2.523 1.384 1.139 0.07 -0.02 0.08 -0.634
N 3.532 1.133 -0.894 -0.13 -0.10 -0.37 -0.577
C 4.905 1.110 -0.460 0.23 -0.24 0.17 -0.234
C 5.489 -0.312 -0.530 -0.06 0.30 0.09 -0.211
N 6.884 -0.296 -0.160 -0.16 0.03 -0.06 -0.469
C 7.142 -0.144 1.265 0.24 0.32 -0.01 -0.218
C 8.018 1.080 1.524 -0.17 -0.28 0.12 -0.603
C 7.705 -1.287 -0.823 -0.01 -0.23 -0.05 -0.198
C 7.327 -2.749 -0.557 0.07 0.35 0.00 -0.635
C -1.790 0.893 -1.412 0.18 0.00 -0.06 -0.211
C -3.158 0.794 -1.554 -0.28 0.02 0.26 -0.142
H -9.500 -2.874 -0.400 0.03 -0.11 -0.08 0.204
H -9.501 -2.840 1.363 0.02 -0.10 0.08 0.201
H -10.975 -2.455 0.473 -0.09 -0.10 0.00 0.209
H -9.905 -0.413 -0.451 -0.06 0.08 0.01 0.199
H -9.907 -0.376 1.313 -0.06 0.08 -0.02 0.193
H -7.546 -1.187 1.329 0.03 -0.04 0.01 0.200
H -7.552 -1.221 -0.439 0.03 -0.03 0.02 0.215
H -7.922 1.215 -0.523 0.02 -0.02 0.18 0.199
H -7.965 1.285 1.266 0.04 -0.04 -0.10 0.187
H -4.099 1.212 1.669 -0.02 0.01 0.07 0.234
H -1.652 1.393 1.937 0.03 0.02 0.11 0.213
H 0.447 1.353 1.016 0.01 -0.05 -0.29 0.436
H 3.313 0.953 -1.867 -0.10 0.06 0.15 0.424
H 4.920 1.476 0.568 0.08 0.04 -0.09 0.223
H 5.503 1.775 -1.088 -0.01 -0.03 0.09 0.206
H 5.409 -0.666 -1.561 -0.04 -0.05 0.01 0.194
H 4.878 -0.973 0.107 -0.01 0.00 -0.12 0.174
H 6.196 -0.031 1.801 0.00 -0.08 0.01 0.193
H 7.641 -1.032 1.669 -0.12 -0.03 0.01 0.181
H 8.212 1.186 2.588 0.09 0.08 0.15 0.204
H 8.967 0.980 1.004 0.12 0.02 -0.06 0.203
H 7.525 1.979 1.164 -0.04 0.11 -0.04 0.205
H 7.652 -1.095 -1.899 0.12 -0.01 0.03 0.190
H 8.736 -1.116 -0.507 0.03 0.01 -0.10 0.194
H 7.352 -2.968 0.509 -0.01 -0.08 0.10 0.203
H 6.327 -2.963 -0.927 -0.10 -0.07 -0.03 0.203
H 8.029 -3.409 -1.059 0.05 -0.13 -0.04 0.214
H -1.139 0.805 -2.266 0.01 0.00 -0.02 0.246
H -3.601 0.626 -2.523 -0.02 -0.02 -0.08 0.237
```
Positions in Å, forces in eV/Å.

Summary:
Energy above the lowest of the compared OMol25 structures with the same formula, charge and spin = 19.4 kcal/mol
E_LUMO = 0.18 eV
HOMO level = -0.3105 Ha
SMILES = CCCCOC(=O)c1ccc(NC(=O)C(=O)NCCN(CC)CC)cc1
Kohn-Sham gap = 8.625 eV
Total energy = -1206.684472 a.u.

=====

No. 4
C19H29N3O9P2S2 | ωB97M-V with the def2-TZVPD basis set

Geometry as XYZ:
```
64
Properties=species:S:1:pos:R:3:forces:R:3:nbo_charge:R:1
N 1.409 0.230 -4.243 -2.49 -2.40 1.78 -0.565
C 0.645 -0.673 -3.636 1.73 1.98 -1.37 0.097
C -0.276 -0.258 -2.395 0.53 0.61 -1.09 -0.568
C -0.226 -1.198 -1.095 0.80 -0.63 -0.19 -0.326
P -1.595 -2.532 -1.430 -2.29 -0.59 -0.47 1.216
N -1.838 -2.689 -3.209 -0.07 -0.58 0.91 -1.153
O -1.100 -4.089 -0.942 0.33 1.04 -0.80 -1.001
C 1.195 -1.852 -0.735 -1.42 -0.39 1.01 -0.478
C 1.735 -3.021 -1.667 0.67 -1.55 -0.59 -0.460
C 3.284 -2.976 -2.064 -0.47 1.90 -1.13 -0.095
O 3.662 -4.216 -2.767 0.23 1.63 -1.75 -0.564
C 3.818 -3.848 -4.157 -2.48 0.06 -2.12 0.641
O 2.866 -3.707 -4.953 3.19 -0.65 3.40 -0.535
S 2.330 -0.423 -0.435 7.44 1.43 -1.99 2.203
O 3.008 0.101 -1.696 -3.52 -1.32 3.01 -0.889
O 3.499 -0.758 0.488 -4.53 0.36 -1.13 -0.888
O 1.365 0.825 0.072 -0.20 -2.02 0.41 -0.692
C 0.348 0.431 1.077 1.29 -0.22 0.64 0.637
C 1.030 -0.285 2.321 -0.75 -1.37 1.33 -0.527
C 2.069 0.522 3.211 0.87 0.07 0.82 -0.427
C 2.812 1.801 2.642 1.33 0.75 1.02 -0.239
N 2.079 3.093 2.966 0.43 -0.64 -0.74 -0.867
O -0.113 1.731 1.492 -0.89 -1.00 0.47 -0.555
C -0.966 1.858 2.569 -2.68 1.55 4.52 0.780
O -0.820 1.604 3.795 0.61 -0.27 -4.99 -0.525
C -2.360 2.658 2.325 -2.21 1.65 -1.35 -0.141
C -3.705 2.091 2.913 -0.15 3.44 -2.16 -0.231
C -5.031 2.881 2.616 2.95 1.33 -1.47 -0.231
C -5.012 4.203 1.768 3.24 -1.71 0.61 -0.217
C -3.669 4.756 1.239 0.44 -2.81 1.80 -0.219
C -2.346 4.004 1.510 -3.09 -1.84 1.34 -0.167
C -0.759 -0.406 0.265 -1.59 -0.62 -0.46 -0.506
S -1.605 -1.755 1.294 0.06 0.82 1.02 -0.022
P -2.260 0.639 -0.344 0.45 3.32 -1.35 1.455
O -1.883 2.033 -0.872 -0.56 -2.65 1.13 -1.080
H 1.317 1.141 -3.764 0.17 -0.47 -0.08 0.329
H 0.665 -1.711 -4.133 -0.36 1.60 1.16 0.216
H -1.330 -0.163 -2.869 1.55 -0.34 1.12 0.251
H 0.028 0.827 -2.127 -0.50 -1.83 -0.27 0.281
H -2.667 -2.087 -3.376 0.73 -0.42 0.07 0.381
H -2.222 -3.653 -3.327 0.63 0.80 -0.04 0.386
H -1.849 -4.718 -0.895 0.43 0.84 0.03 0.511
H 1.025 -2.348 0.299 0.52 1.08 -1.53 0.279
H 1.150 -3.166 -2.656 0.84 0.66 1.70 0.254
H 1.585 -4.031 -1.119 0.12 1.83 -0.66 0.251
H 3.393 -2.138 -2.857 -0.16 -0.98 1.62 0.213
H 3.992 -2.700 -1.215 -0.97 -0.88 -1.01 0.228
H 4.876 -3.673 -4.583 -1.23 -0.48 1.30 0.153
H 1.513 -1.313 2.096 -0.91 1.82 -0.23 0.248
H 0.178 -0.569 3.056 1.23 0.55 -1.46 0.263
H 2.899 -0.218 3.541 -1.39 1.03 -0.84 0.224
H 1.575 0.833 4.211 0.60 -0.32 -1.88 0.245
H 3.166 1.756 1.557 -0.80 -0.17 1.51 0.211
H 3.795 1.897 3.255 -1.51 -0.50 -1.04 0.192
H 2.684 3.703 3.527 -0.43 -0.32 -0.60 0.363
H 1.810 3.574 2.099 0.27 -0.19 0.66 0.361
H -3.746 1.121 3.528 0.22 1.77 -1.09 0.238
H -6.049 2.501 2.986 1.89 0.56 -0.56 0.232
H -5.971 4.782 1.510 1.64 -1.19 0.61 0.234
H -3.592 5.730 0.632 -0.37 -1.77 1.12 0.236
H -1.344 4.395 1.118 -1.78 -0.70 0.58 0.245
H -2.489 -1.090 2.157 1.08 -0.11 -0.96 0.173
H -3.221 0.645 0.736 0.72 -0.26 -0.51 -0.032
H -2.955 -0.021 -1.436 0.57 -0.30 1.19 -0.028
```
Positions in Å, forces in eV/Å.

Summary:
E_LUMO = -0.26 eV
HOMO level = -0.3047 Ha
Kohn-Sham gap = 8.036 eV
Total energy = -3061.517744 a.u.

=====

> Among the records above, which one has the lowest total energy?

C19H29N3O9P2S2